(1)
Computed, not measured: a molecular structure, C3H4LiO3Tl, with wB97M-V/def2-TZVPD.

Element x y z (Å)
1 O -0.23 -0.53 1.46
2 C -0.95 -0.53 0.27
3 C -0.58 0.63 -0.68
4 C 2.02 0.46 -0.31
5 O 1.97 -0.73 -0.60
6 O 0.95 1.24 -0.47
7 Tl 0.41 1.51 1.84
8 Li 1.05 -1.68 0.87
9 H -2.04 -0.50 0.44
10 H -0.80 -1.49 -0.29
11 H -1.38 1.37 -0.83
12 H -0.43 0.24 -1.70

Output
**LUMO energy**: -0.2 eV
**Charge**: 0
**Gap between HOMO and LUMO**: 6.814 eV
**Energy above the lowest of the compared OMol25 structures with the same formula, charge and spin**: 74.4 kJ/mol
**HOMO**: -7.045 eV
**2S+1**: 1

Löwdin atomic charge list, values in e, 4 entries: O -0.5973; C -0.4214; C -0.1120; C -0.4679


(2)
Computed, not measured: a single C2F5IO2S molecule, with wB97M-V/def2-TZVPD.

Element x y z (Å)
1 C 1.90 0.09 -0.40
2 C 0.85 0.03 0.69
3 O -4.78 -1.10 -0.70
4 O -0.17 0.35 0.04
5 F 3.15 -0.11 0.12
6 F 1.69 -0.85 -1.34
7 F 1.85 1.26 -1.01
8 F 0.94 -1.28 1.17
9 F 1.26 0.70 1.75
10 S -4.12 0.15 -0.99
11 I -2.57 0.76 0.68

Output
**LUMO energy (alpha / beta)**: -2.7 / -3.6 eV
**Charge**: 0
**Gap between HOMO and LUMO (alpha / beta)**: 7.861 / 6.460 eV
**Energy above the lowest of the compared OMol25 structures with the same formula, charge and spin**: 155.3 kJ/mol
**HOMO (alpha / beta)**: -10.595 / -10.064 eV
**2S+1**: 1

Löwdin atomic charge list, values in e, 4 entries: C -0.5448; C -0.7574; O -0.6137; O -0.1843


(3)
Computed, not measured: 3 unconnected molecules or ions with the total composition C3H10NO4, with wB97M-V/def2-TZVPD.

Element x y z (Å)
1 C 0.77 1.82 1.07
2 N 1.45 0.74 0.40
3 C 0.66 -0.19 -0.24
4 C 0.24 0.18 -1.79
5 O -0.56 -0.68 -2.17
6 O 0.66 1.22 -2.22
7 H -0.05 1.42 1.67
8 H 0.35 2.54 0.36
9 H 1.37 2.38 1.79
10 H 2.27 1.09 -0.10
11 H -0.33 -0.19 0.29
12 H 1.01 -1.21 -0.44
13 H -1.84 0.27 -0.30
14 H -2.54 -1.03 -0.48
15 O -2.38 -0.34 0.18
16 H -1.07 -2.35 0.68
17 H 0.41 -2.62 0.56
18 O -0.41 -3.05 0.74

Output
**LUMO energy (alpha / beta)**: 0.5 / -3.1 eV
**Charge**: 0
**Gap between HOMO and LUMO (alpha / beta)**: 10.481 / 7.520 eV
**Energy above the lowest of the compared OMol25 structures with the same formula, charge and spin**: 30.9 kJ/mol
**HOMO (alpha / beta)**: -10.015 / -10.631 eV
**2S+1**: 2

Löwdin atomic charge list, values in e, 4 entries: C -0.0752; N -0.0284; C -0.1183; C -0.6250


(4)
Computed, not measured: a molecular structure, C27H63N10O12Y, with wB97M-V/def2-TZVPD.

Element x y z (Å)
1 Y 20.47 -20.78 -1.72
2 N 21.10 -18.41 0.93
3 O 21.14 -19.24 -0.02
4 O 20.01 -18.19 1.50
5 O 22.14 -17.85 1.23
6 C 21.68 -21.35 2.39
7 C 22.00 -22.18 1.14
8 O 21.38 -22.00 0.09
9 N 22.73 -23.28 1.36
10 C 23.07 -24.28 0.35
11 H 20.61 -21.17 2.40
12 H 22.28 -20.44 2.40
13 H 22.02 -21.84 3.31
14 H 22.96 -23.52 2.31
15 H 24.08 -24.58 0.63
16 H 23.12 -23.93 -0.68
17 H 22.41 -25.14 0.41
18 C 20.65 -17.82 -5.01
19 C 21.46 -18.06 -3.76
20 O 21.19 -18.99 -2.99
21 N 22.47 -17.22 -3.54
22 C 23.35 -17.28 -2.37
23 H 20.72 -16.77 -5.32
24 H 19.61 -18.08 -4.90
25 H 21.06 -18.42 -5.83
26 H 22.52 -16.50 -4.24
27 H 22.69 -17.27 -1.50
28 H 24.08 -16.48 -2.32
29 H 23.82 -18.27 -2.39
30 C 26.83 -17.79 -2.92
31 C 26.21 -17.79 -1.54
32 O 26.12 -18.86 -0.95
33 N 25.78 -16.62 -1.07
34 C 24.90 -16.54 0.10
35 H 27.38 -16.88 -3.17
36 H 26.05 -17.99 -3.65
37 H 27.59 -18.56 -3.03
38 H 26.04 -15.76 -1.53
39 H 25.50 -16.78 0.98
40 H 24.00 -17.12 -0.03
41 H 24.64 -15.49 0.22
42 C 16.74 -22.46 0.27
43 C 17.81 -21.40 0.45
44 O 18.70 -21.27 -0.41
45 N 17.76 -20.54 1.46
46 C 16.79 -20.57 2.56
47 H 17.23 -23.38 -0.06
48 H 15.98 -22.34 -0.49
49 H 16.24 -22.80 1.18
50 H 18.51 -19.87 1.59
51 H 15.77 -20.66 2.21
52 H 16.91 -19.66 3.14
53 H 17.08 -21.36 3.26
54 C 25.60 -16.67 6.46
55 C 25.09 -17.74 5.53
56 O 25.87 -18.50 4.98
57 N 23.75 -17.87 5.37
58 C 23.12 -18.77 4.45
59 H 24.88 -16.16 7.10
60 H 26.11 -15.85 5.94
61 H 26.36 -17.09 7.12
62 H 23.22 -17.03 5.56
63 H 23.29 -18.60 3.38
64 H 22.05 -18.84 4.63
65 H 23.55 -19.77 4.56
66 C 17.19 -17.40 -2.86
67 C 17.94 -17.97 -1.68
68 O 18.76 -18.90 -1.82
69 N 17.62 -17.51 -0.48
70 C 16.75 -16.41 -0.18
71 H 16.13 -17.23 -2.66
72 H 17.16 -18.11 -3.69
73 H 17.58 -16.45 -3.21
74 H 18.15 -17.96 0.26
75 H 16.87 -15.61 -0.91
76 H 16.98 -16.00 0.81
77 H 15.67 -16.57 -0.12
78 C 19.49 -16.82 4.59
79 C 20.18 -16.32 5.85
80 O 21.33 -15.92 5.87
81 N 19.32 -16.13 6.87
82 C 19.71 -15.71 8.20
83 H 19.68 -16.07 3.82
84 H 18.45 -17.14 4.68
85 H 20.02 -17.70 4.20
86 H 18.37 -16.42 6.73
87 H 20.78 -15.63 8.38
88 H 19.41 -16.49 8.90
89 H 19.23 -14.78 8.49
90 C 23.57 -15.38 3.16
91 C 22.72 -14.37 2.44
92 O 23.01 -13.18 2.53
93 N 21.79 -14.90 1.64
94 C 20.88 -14.18 0.79
95 H 24.63 -15.39 2.94
96 H 23.16 -16.39 3.01
97 H 23.51 -15.18 4.23
98 H 21.80 -15.90 1.52
99 H 20.76 -14.73 -0.14
100 H 21.19 -13.18 0.50
101 H 19.90 -14.02 1.25
102 C 24.53 -19.98 -0.32
103 C 24.00 -20.86 -1.44
104 O 22.79 -20.82 -1.76
105 N 24.80 -21.82 -1.90
106 C 26.18 -22.04 -1.51
107 H 25.19 -19.17 -0.63
108 H 25.10 -20.62 0.36
109 H 23.70 -19.63 0.29
110 H 24.40 -22.40 -2.63
111 H 26.74 -22.40 -2.37
112 H 26.24 -22.76 -0.70
113 H 26.68 -21.12 -1.21

Output
**LUMO energy**: -5.8 eV
**Charge**: +2
**Gap between HOMO and LUMO**: 6.487 eV
**HOMO**: -12.299 eV
**2S+1**: 1

Löwdin atomic charge list, values in e, 4 entries: Y 1.8565; N -0.5032; O -0.1378; O -0.0058


(5)
Computed, not measured: a molecular structure, C31H29BiBr4N4O3, with wB97M-V/def2-TZVPD.

Element x y z (Å)
1 Bi 0.00 -0.04 -0.18
2 C -1.58 4.13 -0.39
3 C -2.20 2.76 -0.42
4 C -2.44 2.11 -1.63
5 C -3.01 0.85 -1.67
6 C -3.33 0.19 -0.49
7 C -3.09 0.82 0.73
8 C -2.54 2.09 0.76
9 H -2.24 4.86 -0.86
10 H -0.63 4.12 -0.92
11 H -1.39 4.45 0.63
12 H -2.18 2.61 -2.56
13 H -3.19 0.37 -2.63
14 H -3.77 -0.80 -0.52
15 H -3.30 0.30 1.66
16 H -2.35 2.57 1.71
17 C 2.53 1.69 -5.51
18 C 1.73 2.17 -4.48
19 C 1.34 1.33 -3.45
20 C 1.73 0.00 -3.47
21 C 2.53 -0.50 -4.50
22 C 2.93 0.36 -5.51
23 N 1.27 -0.82 -2.39
24 N 1.38 -2.04 -2.54
25 C 0.85 -2.83 -1.48
26 C 1.09 -4.19 -1.59
27 C 0.62 -5.04 -0.60
28 C -0.09 -4.52 0.47
29 C -0.33 -3.15 0.56
30 C 0.13 -2.28 -0.42
31 H 2.84 2.35 -6.30
32 H 1.43 3.21 -4.47
33 H 0.75 1.70 -2.63
34 H 2.84 -1.53 -4.49
35 H 3.56 -0.01 -6.31
36 H 1.65 -4.57 -2.44
37 H 0.81 -6.11 -0.66
38 H -0.46 -5.18 1.25
39 H -0.88 -2.76 1.41
40 Br 2.01 -1.93 6.34
41 C 2.02 -1.42 4.52
42 C 3.21 -1.39 3.80
43 Br 4.84 -1.87 4.62
44 C 3.19 -1.00 2.46
45 Br 4.74 -1.02 1.38
46 C 2.01 -0.61 1.84
47 O 1.98 -0.17 0.58
48 C 0.80 -0.67 2.56
49 O -0.33 -0.34 1.93
50 C 0.82 -1.08 3.89
51 Br -0.84 -1.12 4.78
52 C 3.89 2.88 -1.20
53 N 3.54 2.90 0.20
54 C 4.55 3.39 1.13
55 C 4.35 2.73 2.48
56 C 2.94 3.02 2.96
57 N 1.96 2.80 1.91
58 C 0.59 2.78 2.36
59 C 2.24 2.72 0.58
60 O 1.35 2.48 -0.25
61 H 4.82 2.33 -1.34
62 H 4.02 3.89 -1.60
63 H 3.10 2.39 -1.76
64 H 4.50 4.48 1.21
65 H 5.52 3.13 0.72
66 H 5.07 3.11 3.20
67 H 4.49 1.66 2.37
68 H 2.86 4.05 3.33
69 H 2.69 2.36 3.80
70 H 0.42 1.97 3.08
71 H -0.08 2.64 1.51
72 H 0.34 3.73 2.86

Output
**LUMO energy**: -0.8 eV
**Charge**: 0
**Gap between HOMO and LUMO**: 6.687 eV
**Energy above the lowest of the compared OMol25 structures with the same formula, charge and spin**: 0.0 kJ/mol
**HOMO**: -7.530 eV
**2S+1**: 1

Löwdin atomic charge list, values in e, 4 entries: Bi 1.9054; C -0.0445; C -0.3052; C -0.0835


(6)
Computed, not measured: 2 unconnected molecules or ions with the total composition C7H9NO2, with wB97M-V/def2-TZVPD.

Element x y z (Å)
1 O 1.17 1.74 0.68
2 O 1.62 -0.42 1.11
3 C 1.87 0.91 1.20
4 C 3.11 1.17 2.01
5 H 0.79 -0.50 0.56
6 H 3.30 2.25 2.07
7 H 3.98 0.68 1.55
8 H 2.98 0.78 3.04
9 N -0.37 -0.52 -0.22
10 C -0.94 -1.70 -0.52
11 C -0.97 0.59 -0.69
12 C -2.10 -1.82 -1.29
13 C -2.13 0.57 -1.46
14 C -2.70 -0.66 -1.77
15 H -0.44 -2.59 -0.13
16 H -0.49 1.54 -0.43
17 H -2.51 -2.81 -1.51
18 H -2.57 1.51 -1.82
19 H -3.62 -0.72 -2.38

Output
**LUMO energy**: 0.6 eV
**Charge**: 0
**Gap between HOMO and LUMO**: 10.389 eV
**Energy above the lowest of the compared OMol25 structures with the same formula, charge and spin**: 18.7 kJ/mol
**HOMO**: -9.796 eV
**2S+1**: 1

Löwdin atomic charge list, values in e, 4 entries: O 0.0454; O 0.0407; C -0.5629; C -0.0055


(7)
Computed, not measured: a molecular structure, C5H6O2, with wB97M-V/def2-TZVPD.

Element x y z (Å)
1 C -1.89 -0.40 -0.24
2 C -0.68 -0.06 0.60
3 O 0.29 -1.20 0.44
4 C 1.46 -0.69 0.01
5 O 2.47 -1.28 -0.23
6 C 1.08 0.73 -0.04
7 C -0.04 1.28 0.23
8 H -2.27 -1.39 0.04
9 H -2.67 0.35 -0.08
10 H -1.63 -0.41 -1.30
11 H -0.91 -0.06 1.67
12 H 2.50 1.61 -0.19
13 H 2.30 1.51 -0.93

Output
**LUMO energy**: -0.2 eV
**Charge**: 0
**Gap between HOMO and LUMO**: 9.817 eV
**Energy above the lowest of the compared OMol25 structures with the same formula, charge and spin**: 530.8 kJ/mol
**HOMO**: -10.037 eV
**2S+1**: 1

Löwdin atomic charge list, values in e, 4 entries: C -0.0413; C -0.3443; O 0.0435; C -0.5247


(8)
Computed, not measured: 4 unconnected molecules or ions with the total composition C9H27N6O7P, with wB97M-V/def2-TZVPD.

Element x y z (Å)
1 O -10.00 1.76 -13.63
2 P -10.48 0.80 -14.65
3 N -9.68 -0.73 -14.73
4 C -10.21 -1.91 -15.43
5 C -8.60 -0.99 -13.85
6 N -10.15 1.23 -16.29
7 C -10.94 0.79 -17.43
8 C -9.53 2.60 -16.52
9 N -12.18 0.45 -14.51
10 C -13.06 1.58 -14.87
11 C -12.70 -0.55 -13.53
12 H -11.28 -1.92 -15.22
13 H -9.73 -2.83 -15.08
14 H -10.08 -1.80 -16.51
15 H -8.97 -1.66 -13.07
16 H -8.09 -0.15 -13.37
17 H -7.78 -1.50 -14.36
18 H -11.79 1.44 -17.61
19 H -10.23 0.82 -18.27
20 H -11.16 -0.27 -17.29
21 H -8.81 2.87 -15.75
22 H -9.08 2.57 -17.52
23 H -10.29 3.38 -16.63
24 H -12.95 2.40 -14.16
25 H -12.78 1.96 -15.85
26 H -14.08 1.21 -14.76
27 H -13.40 -1.24 -14.00
28 H -13.27 -0.08 -12.73
29 H -11.82 -1.07 -13.15
30 C -15.46 -2.19 -10.06
31 N -16.65 -1.81 -10.84
32 O -17.00 -2.61 -11.69
33 O -17.13 -0.68 -10.56
34 H -15.54 -1.81 -9.04
35 H -14.57 -1.88 -10.62
36 H -15.26 -3.26 -10.06
37 C -16.74 -0.31 -14.33
38 N -17.12 1.09 -14.45
39 O -17.92 1.35 -15.36
40 O -16.93 1.83 -13.51
41 H -16.68 -0.51 -13.26
42 H -15.81 -0.42 -14.88
43 H -17.45 -1.01 -14.77
44 C -20.47 -0.57 -16.84
45 N -21.87 -0.08 -16.98
46 O -22.81 -0.83 -16.77
47 O -22.00 1.08 -17.29
48 H -19.68 0.15 -17.04
49 H -20.32 -1.45 -17.46
50 H -20.39 -1.00 -15.84

Output
**LUMO energy (alpha / beta)**: -2.7 / -7.6 eV
**Charge**: +1
**Gap between HOMO and LUMO (alpha / beta)**: 9.516 / 4.668 eV
**HOMO (alpha / beta)**: -12.222 / -12.222 eV
**2S+1**: 2

Löwdin atomic charge list, values in e, 4 entries: O -0.2309; P 0.6356; N -0.1820; C -0.0249


(9)
Computed, not measured: 3 unconnected molecules or ions with the total composition C36H61BrN5O4P2S, with wB97M-V/def2-TZVPD.

Element x y z (Å)
1 C 2.30 0.58 3.42
2 C 2.03 0.08 2.37
3 N 1.65 -0.55 1.21
4 C 2.71 -1.20 0.60
5 N 3.26 -2.24 1.17
6 C 2.89 -2.77 2.48
7 C 3.97 -2.55 3.51
8 C 4.82 -1.45 3.46
9 C 5.80 -1.27 4.42
10 C 5.95 -2.18 5.44
11 C 5.13 -3.29 5.48
12 C 4.14 -3.49 4.52
13 C 3.29 -4.74 4.62
14 N 4.23 -3.00 0.51
15 C 5.40 -2.60 0.58
16 O 6.48 -2.22 0.64
17 N 3.12 -0.81 -0.66
18 P 4.32 0.43 -0.71
19 S 3.81 2.24 -1.08
20 C 2.00 -0.85 -1.67
21 C 2.46 -0.60 -3.11
22 C 3.42 -1.55 -3.85
23 C 4.56 -2.23 -3.09
24 Br 2.46 -2.88 -4.92
25 P 1.27 -2.60 -1.63
26 N 0.02 -2.86 -2.52
27 C 0.81 0.03 -1.17
28 C 0.47 1.32 -1.96
29 C -1.01 1.53 -2.30
30 C -1.69 0.46 -3.15
31 C -1.16 0.42 -4.59
32 C -1.62 -0.82 -5.34
33 C -1.34 -0.77 -6.84
34 C 0.15 -0.54 -7.19
35 C 0.95 0.46 0.30
36 C -0.42 0.75 0.93
37 C -0.60 2.19 1.40
38 C -1.42 2.31 2.67
39 O -1.30 3.62 3.20
40 H 2.53 1.03 4.35
41 H 2.76 -3.84 2.34
42 H 1.92 -2.37 2.78
43 H 4.71 -0.71 2.69
44 H 6.44 -0.40 4.38
45 H 6.69 -2.05 6.21
46 H 5.24 -4.02 6.27
47 H 3.68 -5.49 3.93
48 H 3.37 -5.16 5.62
49 H 2.25 -4.56 4.36
50 H 5.28 -0.05 -1.59
51 H 4.89 0.27 0.56
52 H 1.55 -0.52 -3.69
53 H 2.90 0.40 -3.16
54 H 3.89 -0.93 -4.61
55 H 4.92 -3.06 -3.70
56 H 5.40 -1.54 -3.01
57 H 4.28 -2.63 -2.13
58 H 0.93 -2.79 -0.27
59 H 2.31 -3.50 -1.94
60 H -0.25 -2.07 -3.10
61 H -0.08 -0.60 -1.21
62 H 1.04 1.45 -2.87
63 H 0.75 2.17 -1.33
64 H -1.58 1.76 -1.40
65 H -1.04 2.45 -2.90
66 H -2.74 0.74 -3.22
67 H -1.69 -0.52 -2.67
68 H -0.08 0.57 -4.65
69 H -1.62 1.27 -5.10
70 H -2.70 -0.89 -5.21
71 H -1.21 -1.75 -4.93
72 H -1.62 -1.74 -7.26
73 H -1.98 -0.04 -7.33
74 H 0.75 -0.70 -6.30
75 H 0.48 -1.25 -7.93
76 H 0.32 0.47 -7.57
77 H 1.54 1.37 0.38
78 H -1.22 0.44 0.26
79 H -0.51 0.11 1.81
80 H -1.03 2.81 0.61
81 H 0.37 2.65 1.63
82 H -2.47 2.07 2.49
83 H -0.98 1.64 3.41
84 H -2.13 4.10 3.08
85 C -7.08 0.99 -1.95
86 C -6.31 2.09 -1.22
87 C -4.87 1.73 -1.56
88 O -4.90 1.13 -2.85
89 C -6.25 0.83 -3.22
90 H -8.12 1.24 -2.16
91 H -7.06 0.07 -1.37
92 H -6.57 3.06 -1.63
93 H -6.50 2.11 -0.14
94 H -4.46 1.01 -0.84
95 H -4.21 2.61 -1.58
96 H -6.57 1.53 -3.99
97 H -6.29 -0.18 -3.63
98 C -5.42 2.40 5.41
99 C -4.69 3.15 6.53
100 C -3.45 3.65 5.80
101 O -3.84 3.86 4.44
102 C -5.12 3.28 4.21
103 H -6.48 2.27 5.59
104 H -4.97 1.41 5.28
105 H -5.30 3.99 6.87
106 H -4.45 2.53 7.39
107 H -2.64 2.91 5.82
108 H -3.06 4.58 6.21
109 H -5.86 4.08 4.11
110 H -5.09 2.72 3.27

Output
**LUMO energy**: -3.8 eV
**Charge**: +1
**Gap between HOMO and LUMO**: 7.374 eV
**HOMO**: -11.134 eV
**2S+1**: 1

Löwdin atomic charge list, values in e, 4 entries: C 0.2016; C -0.1593; N 0.0548; C -0.3484


(10)
Computed, not measured: a molecular structure, C12H26NO3P2V, with wB97M-V/def2-TZVPD.

Element x y z (Å)
1 V -0.18 -0.03 -0.17
2 P -2.46 0.20 -0.48
3 C -2.30 0.69 -2.26
4 C -0.96 1.33 -2.55
5 N 0.14 1.08 -1.80
6 C 1.40 1.30 -2.21
7 C 1.59 1.97 -3.41
8 C 0.49 2.32 -4.17
9 C -0.78 2.00 -3.74
10 C 2.56 0.87 -1.30
11 P 2.70 -0.82 -0.61
12 H -1.67 2.20 -4.32
13 H 2.60 2.16 -3.75
14 H 0.62 2.79 -5.13
15 H 3.50 1.01 -1.86
16 H 2.63 1.55 -0.43
17 H -2.50 -0.15 -2.90
18 H -3.12 1.38 -2.52
19 H -1.07 -1.98 -2.75
20 O -1.33 -1.90 -3.67
21 H -2.14 -2.44 -3.68
22 H 1.53 -1.60 -0.37
23 O -0.44 -1.83 -0.61
24 H -0.27 -2.77 -0.45
25 C 3.33 -1.91 -1.86
26 H 4.23 -1.53 -2.34
27 H 3.54 -2.86 -1.38
28 H 2.51 -2.05 -2.58
29 C 3.55 -0.84 0.97
30 H 3.34 -1.78 1.50
31 H 4.63 -0.74 0.82
32 H 3.16 -0.03 1.61
33 C -3.41 1.60 0.24
34 H -4.46 1.57 -0.13
35 H -3.37 1.51 1.34
36 H -2.90 2.52 -0.09
37 C -3.53 -1.28 -0.36
38 H -3.78 -1.44 0.70
39 H -4.46 -1.14 -0.95
40 H -2.97 -2.16 -0.70
41 C -0.01 0.22 2.84
42 O 0.28 0.37 1.45
43 H -0.94 0.79 3.09
44 H 0.85 0.71 3.35
45 H -0.12 -0.86 3.12

Output
**LUMO energy (alpha / beta)**: -2.6 / -2.6 eV
**Charge**: +1
**Gap between HOMO and LUMO (alpha / beta)**: 5.153 / 9.443 eV
**Energy above the lowest of the compared OMol25 structures with the same formula, charge and spin**: 0.0 kJ/mol
**HOMO (alpha / beta)**: -7.759 / -12.052 eV
**2S+1**: 4

Löwdin atomic charge list, values in e, 4 entries: V 0.6268; P 0.8505; C -0.2591; C -0.3191


Question: charge of number 7 (C5H6O2)?
Answer: 0


Question: What is the formula in the eighth record?
Answer: C9H27N6O7P